Entry 1:
This record from the Open Molecules 2025 dataset describes C8H5ClF2O in the gas phase in a non-equilibrium geometry. The level of theory is wB97M-V/def2-TZVPD.

Structure (XYZ):
```
17
Properties=species:S:1:pos:R:3:forces:R:3
C 1.157361 0.191699 -0.153850 0.1 0.0 0.0
C 0.622910 -1.006199 -0.599275 0.0 -0.1 -0.1
C 0.350346 1.115056 0.490838 0.1 0.0 -0.1
C -0.714380 -1.294061 -0.396810 -0.1 0.1 0.1
C -0.986652 0.840457 0.699906 -0.1 -0.1 0.0
C -1.521756 -0.370417 0.264549 0.4 -0.1 0.4
C -2.925578 -0.654975 0.505562 -4.1 2.8 -2.4
C -4.158610 0.484426 0.010618 3.9 -3.1 0.2
O -3.733265 0.205544 1.292310 0.0 0.2 0.8
F -3.362299 -1.919659 0.459992 0.4 0.0 0.4
F -3.717312 1.637295 -0.513935 -0.5 0.1 0.4
Cl -5.715703 0.007913 -0.520410 0.0 0.2 0.2
H 2.203034 0.406762 -0.316260 0.1 0.0 0.0
H 1.249205 -1.720625 -1.112146 0.1 -0.1 0.0
H 0.761846 2.054902 0.826854 0.0 0.1 0.0
H -1.131606 -2.227556 -0.739741 -0.1 -0.1 0.0
H -1.623028 1.546566 1.208593 0.0 0.1 0.0
```
Positions in Å, forces in eV/Å.

Results
SMILES ... F[C@]1(Cl)O[C@]1(F)c1ccccc1
Net charge ... 0
F_max ... 5.5 eV Å⁻¹
Energy relative to the best compared isomer or geometry (same formula, charge and spin) ... 1.3 kcal/mol
HOMO-LUMO gap ... 9.221 eV

---

Entry 2:
This record from the Open Molecules 2025 dataset describes a molecular structure, C8H5FeN2O5 in a non-equilibrium geometry. The level of theory is wB97M-V/def2-TZVPD.

Structure (XYZ):
```
21
Properties=species:S:1:pos:R:3:forces:R:3
O -2.053906 -2.999258 0.526902 1.0 2.2 -1.7
C -1.633882 -2.143305 -0.102162 -1.0 -2.0 1.7
Fe -0.002801 0.526238 0.225330 -3.7 -1.2 1.7
O 2.081821 -1.440739 0.912589 -4.3 2.5 -1.0
C 1.134565 -0.803960 0.696861 8.0 -6.0 2.7
C 1.178314 1.825686 0.052722 8.0 7.3 -0.9
O 2.067824 2.554092 -0.126803 -4.0 -3.2 0.7
C -0.831366 0.809826 -1.810150 -3.3 2.0 -3.8
O -1.267696 1.200105 -2.870785 1.3 -1.0 3.9
C 0.423824 -0.029912 -1.614132 3.3 -3.6 -4.4
O 1.046863 -0.714707 -2.366937 -1.8 1.8 1.4
H -1.237476 1.050867 -0.662894 -1.5 0.4 -2.9
N -1.330831 -0.029407 2.814592 0.0 0.1 -0.2
C -2.048157 0.657512 3.719775 0.5 0.5 -1.2
C -2.068429 1.990352 3.292957 0.3 0.5 -0.7
C -1.340457 2.043255 2.099182 -0.4 -1.0 1.3
N -0.859224 0.790412 1.809176 -2.3 0.3 2.9
H -1.194294 -1.044850 2.795750 0.1 0.6 0.0
H -2.522045 0.184719 4.562411 0.1 -0.1 0.1
H -2.539789 2.840581 3.766527 0.0 -0.2 0.1
H -1.135257 2.857193 1.413288 -0.1 0.1 0.3
```
Positions in Å, forces in eV/Å.

Results
Net charge ... +2
F_max ... 10.9 eV Å⁻¹
Energy relative to the best compared isomer or geometry (same formula, charge and spin) ... 0.0 kcal/mol
HOMO-LUMO gap (alpha / beta) ... 7.033 / 6.521 eV
Spin multiplicity ... 6

---

Entry 3:
This record from the Open Molecules 2025 dataset describes C8H5NO in the gas phase in a non-equilibrium geometry. The level of theory is wB97M-V/def2-TZVPD.

Structure (XYZ):
```
15
Properties=species:S:1:pos:R:3:forces:R:3
C 0.215193 1.813902 -1.061485 3.6 -1.0 -2.6
C -0.245137 1.333081 1.368692 -1.5 -3.0 -3.5
C 0.535462 0.508531 -1.586190 -0.3 4.4 0.8
C -0.394259 -1.373045 1.540315 0.1 -1.0 2.8
C 0.060395 -1.781400 -0.656914 -0.5 1.3 1.6
C -0.214021 -0.020193 1.429090 -0.1 -2.2 4.5
C -0.669810 1.513462 0.013991 -2.1 0.0 1.3
C -0.179453 -0.396495 -0.857888 -1.8 -2.1 -2.0
N -0.121588 -2.281308 0.557897 -0.1 0.1 -0.1
O -1.278131 0.312795 -0.362199 -0.6 -0.6 -0.2
H 0.923228 2.681509 -1.118976 -1.1 -0.8 -0.2
H 0.319805 2.043398 1.782348 2.3 2.3 2.1
H 1.236370 0.177673 -2.270789 1.6 0.1 -1.2
H -0.652387 -2.029444 2.546061 0.2 2.5 -2.2
H 0.464332 -2.502463 -1.323952 0.4 0.2 -1.2
```
Positions in Å, forces in eV/Å.

Results
Net charge ... 0
F_max ... 5.0 eV Å⁻¹
HOMO-LUMO gap (alpha / beta) ... 6.007 / 6.153 eV
Spin multiplicity ... 3

---

Entry 4:
This record from the Open Molecules 2025 dataset describes a molecular structure, C8H6AlN2O5 in a non-equilibrium geometry. The level of theory is wB97M-V/def2-TZVPD.

Structure (XYZ):
```
22
Properties=species:S:1:pos:R:3:forces:R:3
O -1.667677 2.487772 -5.984480 0.8 -1.2 2.8
C -1.383507 2.063933 -4.964903 -0.7 1.0 -2.4
Al -0.421320 0.628522 -1.512393 0.5 -0.7 1.7
O -2.971251 2.569692 -0.809975 4.3 -3.4 -0.2
C -2.070428 1.858362 -0.922347 -4.6 3.7 -0.1
C 1.058161 -0.347982 -2.711676 3.2 -1.8 -4.6
O 1.765284 -0.770416 -3.518533 -3.2 1.8 4.0
C 0.814161 2.371095 -1.500229 2.8 5.1 -1.4
O 1.406634 3.347211 -1.666920 -2.8 -4.8 1.0
C -1.820547 -0.869314 -2.112603 -4.1 -3.3 -3.0
O -2.595311 -1.574669 -2.598413 3.8 3.3 2.6
C -0.080001 -2.177500 2.844635 -0.5 -0.2 -0.5
N 0.649178 -0.968620 2.330864 -0.6 0.9 -2.2
C 1.741094 -0.300499 3.117294 0.2 0.5 -0.4
C 0.326938 -0.487856 1.173201 0.9 -1.4 3.4
N 0.035892 -0.053682 0.128132 -0.5 0.8 -1.8
H 0.363060 -2.395672 3.824817 -0.3 -0.1 -0.4
H 0.077869 -2.998966 2.116678 -0.1 0.3 0.7
H -1.155267 -1.915824 2.915510 0.7 -0.3 0.2
H 2.665881 -0.338071 2.506468 -0.4 0.0 0.7
H 1.430853 0.748788 3.297439 0.3 -0.7 0.2
H 1.830306 -0.876304 4.047433 0.1 0.4 -0.3
```
Positions in Å, forces in eV/Å.

Results
Net charge ... +3
F_max ... 6.1 eV Å⁻¹
Energy relative to the best compared isomer or geometry (same formula, charge and spin) ... 0.0 kcal/mol
HOMO-LUMO gap ... 6.638 eV

---

Entry 5:
This record from the Open Molecules 2025 dataset describes 2 unconnected molecules or ions with the total composition C8H6BFN4O9 in a non-equilibrium geometry. The level of theory is wB97M-V/def2-TZVPD.

Structure (XYZ):
```
29
Properties=species:S:1:pos:R:3:forces:R:3
O 0.164703 -0.789652 -0.382228 1.7 -0.1 -0.1
C 1.335644 -0.613213 -0.231559 -2.9 -0.3 -0.2
F 2.244973 -1.166516 -1.042987 0.4 0.4 0.4
C 1.819982 0.229318 0.926470 0.5 0.5 -0.4
N 2.750346 1.285220 0.547787 0.2 -0.8 0.4
C 4.001583 1.331447 0.952533 -0.7 1.2 -1.2
N 4.807241 2.356913 0.604165 -0.9 0.6 -0.5
C 5.928099 2.106929 1.182364 1.0 0.9 -0.2
N 5.907309 0.987655 1.857518 0.7 -1.2 1.0
N 4.660853 0.472694 1.709608 -0.3 -0.8 0.4
H 2.272791 -0.408717 1.676363 0.1 -0.2 0.1
H 0.955136 0.691987 1.375308 -0.4 -0.1 0.0
H 2.474804 2.064164 -0.027731 -0.3 0.0 -0.1
H 6.798736 2.726036 1.133763 0.3 0.2 0.0
H 6.626414 0.531140 2.389966 0.0 -0.1 0.1
H 4.342325 -0.390670 2.106605 0.2 -0.2 0.2
B -4.395303 -0.878684 -1.140525 -0.2 -0.2 0.0
O -5.827860 -0.540138 -1.213944 0.3 -0.4 0.1
C -6.535238 -1.623993 -0.903350 -0.5 0.7 -0.2
O -7.727972 -1.688107 -0.867499 0.0 -0.1 0.0
C -5.564927 -2.758858 -0.601521 0.6 -0.6 0.2
O -5.857696 -3.874228 -0.285901 -0.1 0.0 0.0
O -4.324932 -2.298670 -0.746486 -0.3 0.3 -0.1
O -3.717962 -0.647064 -2.438770 0.1 0.2 0.5
C -2.745285 0.230417 -2.256348 -0.1 -0.3 -0.9
O -1.998357 0.638057 -3.100995 0.1 0.1 0.1
C -2.732451 0.631997 -0.788940 0.0 0.3 1.0
O -1.973689 1.412227 -0.275646 0.2 0.1 -0.1
O -3.689267 -0.017691 -0.158025 0.1 -0.1 -0.5
```
Positions in Å, forces in eV/Å.

Results
Net charge ... 0
F_max ... 2.9 eV Å⁻¹
HOMO-LUMO gap ... 6.637 eV

---

Entry 6:
This record from the Open Molecules 2025 dataset describes C8H6BrIO2 in the gas phase in a non-equilibrium geometry. The level of theory is wB97M-V/def2-TZVPD.

Structure (XYZ):
```
18
Properties=species:S:1:pos:R:3:forces:R:3
C -1.904494 -2.157420 -0.345805 2.3 -1.2 -1.1
C -1.239963 -1.038232 0.235372 1.0 -0.3 -1.1
C -0.960025 -2.800778 -1.121628 1.0 2.4 1.1
C 0.030663 -0.969024 -0.270097 -2.2 -1.9 -0.5
C 0.693182 1.539679 -0.777502 0.5 -2.4 1.7
C 0.768971 2.405251 0.230392 -0.9 0.0 -0.4
C 1.037200 1.751713 1.540275 1.3 -0.4 2.7
C 1.083171 0.049184 -0.132771 -1.5 2.0 0.0
O 0.213110 -2.086940 -1.095520 0.2 1.2 0.6
O 1.248867 0.357138 1.284121 0.9 -0.1 -1.8
Br 0.021491 1.655158 -2.522794 0.4 0.2 0.5
I 0.184941 4.384874 0.227808 0.1 0.0 -0.1
H -2.844177 -2.608505 -0.307736 -1.5 0.0 0.7
H -1.537379 -0.305360 0.917094 -1.0 0.8 0.9
H -0.799151 -3.680760 -1.690648 -0.7 -0.7 -0.3
H 1.906836 2.233926 2.208615 -1.3 -1.0 -1.9
H 0.220907 1.677772 2.304801 0.0 1.0 -1.0
H 1.875851 -0.407677 -0.683978 1.6 0.3 0.1
```
Positions in Å, forces in eV/Å.

Results
SMILES ... BrC1=C(I)CO[C@H]1c1ccco1
Net charge ... 0
F_max ... 3.0 eV Å⁻¹
Energy relative to the best compared isomer or geometry (same formula, charge and spin) ... 0.0 kcal/mol
HOMO-LUMO gap ... 9.064 eV